(1)
Below is a structure of composition C39H42BN8O5PS2V, with properties calculated with ωB97M-V/def2-TZVPD.

Each line ends with the Mulliken spin population.
Geometry (Å):
V -0.61 -1.45 0.29  1.196
C -3.88 2.79 2.48  0.002
C -3.23 1.99 3.64  -0.003
N -1.81 1.98 3.56  0.003
C -1.08 3.00 4.34  -0.001
C -0.75 2.62 5.80  0.000
C -1.13 1.09 2.84  0.010
S -1.95 -0.18 2.04  -0.045
N 0.26 1.28 2.86  -0.002
C 0.98 0.70 1.94  -0.005
O 0.58 0.27 0.79  -0.015
C 2.47 0.57 2.23  -0.001
C 2.91 0.60 3.55  0.001
C 4.19 0.15 3.90  0.001
C 5.03 -0.35 2.92  0.000
C 4.59 -0.36 1.58  0.001
C 3.33 0.08 1.24  -0.002
H -4.87 3.16 2.80  0.000
H -4.07 2.23 1.61  -0.001
H -3.25 3.66 2.26  0.000
H -3.61 0.95 3.61  0.001
H -3.57 2.44 4.59  0.000
H -1.77 3.84 4.35  0.000
H -0.12 3.32 3.90  0.000
H -1.70 2.43 6.30  0.000
H -0.36 3.47 6.35  0.000
H -0.17 1.70 5.91  0.000
H 2.21 0.86 4.37  0.000
H 4.62 0.16 4.91  0.000
H 6.08 -0.58 3.16  0.000
H 5.33 -0.57 0.78  0.000
H 2.96 0.02 0.21  0.000
S -3.45 0.54 -3.04  0.002
C -2.91 1.94 -2.03  0.002
C -3.23 3.29 -2.21  0.000
C -2.70 4.17 -1.29  0.000
C -1.81 3.82 -0.26  0.001
C -1.51 2.44 -0.14  0.001
C -2.08 1.48 -1.02  0.005
N -1.73 0.13 -1.09  -0.039
C -2.32 -0.46 -2.10  0.006
C -2.01 -1.87 -2.37  -0.015
C -2.46 -2.45 -3.56  -0.006
C -2.37 -3.82 -3.77  0.008
C -1.76 -4.57 -2.76  -0.012
C -1.26 -3.95 -1.59  0.027
C -1.30 -2.55 -1.43  -0.142
H -3.84 3.62 -3.06  0.000
H -2.89 5.26 -1.39  0.000
H -1.32 4.53 0.40  0.000
H -0.77 2.09 0.62  0.002
H -3.04 -1.82 -4.26  0.000
H -2.77 -4.28 -4.66  0.000
H -1.64 -5.61 -2.84  0.000
H -0.85 -4.57 -0.79  -0.002
O 3.66 -5.95 3.68  0.000
C 4.01 -4.93 3.05  0.000
O 5.08 -4.42 2.72  0.000
C 2.80 -4.11 2.52  -0.002
C 1.51 -4.02 3.12  0.002
C 0.47 -3.36 2.54  0.005
N 0.63 -2.72 1.35  -0.028
C 1.87 -2.73 0.72  -0.006
C 2.90 -3.41 1.29  -0.002
C 1.99 -2.03 -0.63  0.026
O 3.02 -1.93 -1.27  -0.004
O 0.81 -1.58 -1.02  -0.014
H 1.44 -4.61 4.09  0.000
H -0.52 -3.31 2.96  0.001
H 3.88 -3.32 0.78  0.000
B -4.70 -3.45 1.01  0.000
C -3.26 -2.89 0.97  0.030
N -2.13 -2.56 0.87  -0.001
H -4.91 -4.16 1.94  0.004
H -5.51 -2.54 0.95  0.001
H -4.52 -4.19 -0.01  -0.001
C 2.13 -0.02 -3.31  0.000
N 1.00 0.80 -2.72  0.006
C -0.10 0.95 -3.81  0.003
N 0.46 1.61 -4.97  0.000
C 1.63 0.87 -5.46  0.000
N 2.70 0.69 -4.45  0.000
C 3.20 2.05 -4.08  0.000
P 2.01 3.29 -3.38  0.000
C 1.34 2.12 -2.13  -0.001
C 0.78 3.03 -4.69  0.000
H 1.83 -1.01 -3.60  -0.001
H 2.91 -0.17 -2.54  0.000
H 0.57 0.20 -2.03  0.007
H -0.86 1.49 -3.27  0.000
H -0.30 -0.09 -4.10  -0.001
H 2.06 1.39 -6.33  0.000
H 1.30 -0.14 -5.85  0.000
H 3.55 2.38 -5.06  0.000
H 4.02 1.88 -3.36  0.000
H 0.48 2.56 -1.63  0.000
H 2.10 2.01 -1.35  0.000
H 1.19 3.54 -5.59  0.000
H -0.12 3.53 -4.42  0.000

For the HOMO-LUMO gap (alpha / beta), the calculation gives 5.728 / 6.371 eV. The HOMO energy (alpha / beta) comes out at -7.712 / -7.714 eV. As for the spin multiplicity: 2.

(2)
Below is a structure of composition C39H42Br3F6N2O6P3SSeZr, with properties calculated with ωB97M-V/def2-TZVPD.

Each line ends with the Mulliken spin population.
Geometry (Å):
Zr -1.01 0.08 -0.45  0.140
O -3.25 -2.62 1.81  0.000
C -2.31 -1.88 1.69  -0.001
O -2.21 -0.95 0.77  -0.002
C -1.17 -1.95 2.72  0.000
P 0.24 -0.76 2.60  0.000
C -0.49 0.92 2.85  -0.001
C 0.61 1.83 3.32  0.002
C 0.44 2.72 4.29  0.018
C -0.84 2.89 4.99  -0.002
C -1.89 2.13 4.69  0.006
C -1.83 1.13 3.60  -0.005
C 1.07 -1.12 4.19  0.000
C 2.28 -1.81 4.15  0.001
C 2.95 -2.13 5.33  0.000
C 2.42 -1.74 6.55  0.000
C 1.22 -1.04 6.60  0.000
C 0.55 -0.73 5.43  -0.001
H -0.72 -2.94 2.60  0.000
H -1.64 -1.96 3.71  0.000
H 1.59 1.70 2.88  -0.002
H 1.28 3.33 4.61  0.001
H -0.91 3.64 5.77  0.000
H -2.84 2.26 5.19  0.000
H -2.32 0.19 3.89  0.000
H 2.69 -2.09 3.19  0.000
H 3.88 -2.67 5.28  0.000
H 2.95 -1.99 7.47  0.000
H 0.82 -0.73 7.55  0.000
H -0.38 -0.18 5.48  0.000
Br -0.94 -4.56 -0.11  0.000
C 0.81 -3.86 -0.17  0.000
C 1.88 -4.77 -0.15  0.000
C 3.16 -4.31 -0.10  0.000
Br 4.57 -5.59 -0.08  0.000
C 3.44 -2.93 -0.03  -0.002
C 4.74 -2.39 0.08  -0.001
C 4.90 -1.04 0.16  0.000
C 3.75 -0.22 0.15  0.007
N 2.54 -0.68 0.05  0.005
C 2.35 -2.02 -0.06  0.001
C 1.00 -2.49 -0.19  -0.006
O -0.01 -1.66 -0.24  0.009
H 1.67 -5.83 -0.16  0.000
H 5.59 -3.06 0.09  0.000
H 5.88 -0.59 0.24  0.000
H 3.85 0.86 0.23  -0.004
Br 0.82 0.05 -2.56  0.020
C -3.39 -5.57 -3.54  0.000
C -2.53 -4.65 -4.38  0.000
O -2.84 -3.28 -4.15  0.000
P -1.92 -2.50 -3.01  -0.003
O -2.23 -0.98 -3.49  0.000
C -1.72 -0.49 -4.74  0.001
C -2.83 -0.45 -5.77  0.001
O -2.87 -2.44 -1.71  0.000
C -4.27 -2.06 -1.78  0.000
C -5.08 -3.05 -1.00  0.000
H -3.19 -6.61 -3.77  0.000
H -4.45 -5.37 -3.72  0.000
H -3.19 -5.40 -2.48  0.000
H -2.68 -4.83 -5.44  0.000
H -1.47 -4.83 -4.16  0.000
H -0.89 -1.11 -5.07  0.000
H -1.33 0.50 -4.54  -0.002
H -3.22 -1.45 -5.95  0.000
H -2.45 -0.04 -6.70  0.000
H -3.65 0.18 -5.41  0.000
H -4.57 -2.02 -2.83  0.000
H -4.35 -1.06 -1.36  0.000
H -5.07 -4.03 -1.48  0.000
H -6.12 -2.71 -0.94  0.000
H -4.68 -3.14 0.01  0.000
S -3.88 2.07 1.89  0.015
C -2.37 1.56 2.24  0.001
N -1.20 1.31 1.56  0.003
C 4.35 6.88 -2.38  -0.006
C 3.55 5.75 -1.79  0.076
C 2.38 5.30 -2.40  -0.041
C 1.63 4.26 -1.87  0.057
C 0.37 3.86 -2.56  0.022
C 2.07 3.62 -0.69  0.014
Se 1.16 2.17 0.11  0.640
C 3.24 4.09 -0.04  0.050
C 3.77 3.56 1.27  0.002
C 3.95 5.14 -0.61  -0.045
H 3.94 7.19 -3.34  0.000
H 5.39 6.58 -2.54  0.005
H 4.35 7.74 -1.71  0.006
H 2.04 5.77 -3.31  0.000
H 0.21 4.45 -3.46  0.001
H -0.49 4.00 -1.90  0.003
H 0.39 2.80 -2.83  0.000
H 3.21 2.70 1.63  0.000
H 3.71 4.33 2.03  0.002
H 4.82 3.27 1.16  0.004
H 4.85 5.49 -0.12  0.000
F -1.59 1.65 -2.18  0.009
P -3.14 2.22 -1.86  0.001
F -2.97 3.43 -2.87  0.000
F -4.60 2.58 -1.39  0.000
F -2.50 3.06 -0.68  0.001
F -3.70 1.28 -3.01  0.000
F -3.12 0.83 -0.82  -0.002

As for the charge: -1. For the HOMO-LUMO gap (alpha / beta), the calculation gives 6.986 / 5.435 eV. The HOMO energy (alpha / beta) comes out at -5.106 / -5.108 eV. As for the spin multiplicity: 2.

(3)
Below is a structure of composition C39H42Cl5N6O5S3Ti, with properties calculated with ωB97M-V/def2-TZVPD.

Each line ends with the Mulliken spin population.
Geometry (Å):
Ti -0.30 0.59 -0.32  1.081
O 5.85 0.84 -3.29  0.001
C 5.78 0.40 -1.93  0.000
C 4.34 0.37 -1.53  0.066
C 3.74 -0.78 -0.99  0.053
C 2.41 -0.77 -0.69  0.044
N 1.61 0.29 -0.91  0.113
C 2.17 1.42 -1.46  0.087
C 3.54 1.47 -1.76  0.040
C 1.22 2.43 -1.84  0.156
C 1.55 3.63 -2.48  0.035
C 0.57 4.43 -3.02  0.092
C 0.94 5.70 -3.75  -0.009
O 1.97 6.43 -3.10  0.004
C -0.77 4.00 -2.90  0.040
C -1.05 2.86 -2.21  0.050
N -0.11 2.07 -1.63  0.070
H 6.76 0.85 -3.57  0.001
H 6.33 1.09 -1.28  0.003
H 6.22 -0.59 -1.82  0.001
H 4.33 -1.68 -0.82  0.000
H 1.93 -1.65 -0.30  0.022
H 3.97 2.35 -2.21  0.005
H 2.58 3.95 -2.56  0.008
H 0.05 6.31 -3.91  0.003
H 1.35 5.45 -4.73  0.006
H 1.61 6.80 -2.28  -0.001
H -1.58 4.58 -3.34  0.010
H -2.08 2.54 -2.09  0.025
O 2.50 -0.23 2.25  0.005
S 2.54 -0.47 3.72  -0.001
C 2.80 -2.29 3.91  0.000
C 2.06 -3.03 2.80  -0.001
C 0.54 -2.81 2.86  0.000
C -0.21 -3.55 1.75  0.001
S -0.70 -2.53 0.25  -0.006
O -0.72 -1.08 0.74  0.025
C -2.41 -3.05 0.33  -0.002
C -3.27 -2.44 1.23  0.002
C -4.59 -2.88 1.30  0.001
C -5.02 -3.90 0.47  0.000
C -4.16 -4.50 -0.43  0.000
C -2.84 -4.07 -0.51  0.000
C 4.19 0.04 4.22  0.000
C 5.15 0.22 3.24  -0.004
C 6.41 0.67 3.60  0.000
C 6.70 0.94 4.93  0.000
C 5.73 0.76 5.91  0.000
C 4.46 0.32 5.55  0.000
H 2.40 -2.53 4.89  0.000
H 3.87 -2.49 3.88  0.000
H 2.28 -4.10 2.88  0.000
H 2.43 -2.68 1.84  0.003
H 0.32 -1.74 2.79  0.000
H 0.16 -3.16 3.82  0.000
H -1.14 -3.97 2.12  0.000
H 0.40 -4.35 1.33  0.000
H -2.91 -1.64 1.86  0.001
H -5.27 -2.41 2.00  0.000
H -6.05 -4.24 0.54  0.000
H -4.51 -5.28 -1.09  0.000
H -2.15 -4.52 -1.21  0.000
H 4.88 0.01 2.21  0.004
H 7.18 0.81 2.84  0.000
H 7.68 1.30 5.21  0.000
H 5.96 0.96 6.95  0.000
H 3.68 0.19 6.30  0.000
Cl -2.33 -0.81 -1.80  -0.016
C -3.18 0.30 -0.76  0.003
C -2.35 1.20 -0.12  -0.006
C -3.01 2.25 0.51  -0.048
Cl -2.08 3.59 1.13  0.002
C -4.40 2.34 0.58  -0.002
Cl -5.17 3.68 1.34  0.000
C -5.18 1.35 -0.01  0.002
Cl -6.90 1.43 0.07  0.000
C -4.57 0.32 -0.72  0.002
Cl -5.50 -0.88 -1.52  0.000
C 2.70 3.86 2.23  0.001
N 1.82 2.99 1.47  -0.009
C 0.79 2.33 1.99  -0.012
N 0.46 2.56 3.29  0.004
O 0.13 1.49 1.33  0.008
H 3.48 4.22 1.57  0.000
H 3.17 3.33 3.06  0.000
H 2.16 4.72 2.62  0.000
H 2.12 2.67 0.56  0.025
H 0.72 3.45 3.69  0.000
H -0.43 2.20 3.57  -0.001
S 0.57 -1.98 -2.98  0.002
C 0.89 -0.66 -3.95  0.000
N -0.02 0.25 -4.37  0.004
C 0.53 1.12 -5.42  -0.001
C 2.04 0.90 -5.25  0.005
N 2.08 -0.33 -4.46  0.002
H -1.00 0.03 -4.34  0.000
H 0.24 2.15 -5.25  0.002
H 0.19 0.80 -6.40  0.000
H 2.52 1.72 -4.72  -0.001
H 2.55 0.76 -6.21  0.000
H 2.94 -0.75 -4.15  0.001

As for the charge: +1. For the HOMO-LUMO gap (alpha / beta), the calculation gives 5.992 / 7.630 eV. The HOMO energy (alpha / beta) comes out at -7.762 / -10.176 eV. As for the spin multiplicity: 3.

(4)
Below is a structure of composition C39H42F11N9O3Pt, with properties calculated with ωB97M-V/def2-TZVPD.

Each line ends with the Mulliken spin population.
Geometry (Å):
Pt -2.10 0.69 1.50  1.342
C -4.00 2.86 2.71  -0.011
N -3.10 1.82 3.24  0.217
C -2.00 2.45 4.00  0.031
C -0.70 1.65 3.95  -0.063
N -0.48 1.24 2.58  0.737
C 0.85 1.00 2.20  0.006
C 1.52 -0.17 2.54  0.017
F 0.88 -1.09 3.27  -0.001
C 2.80 -0.45 2.10  -0.008
F 3.39 -1.60 2.41  0.000
C 3.46 0.49 1.31  0.020
F 4.68 0.23 0.85  0.001
C 2.83 1.67 0.98  -0.010
F 3.45 2.56 0.20  0.000
C 1.54 1.92 1.42  0.035
F 0.96 3.07 1.08  -0.002
C -3.88 0.86 4.02  0.021
C -3.14 -0.40 4.44  -0.064
N -2.43 -1.02 3.33  0.687
C -1.92 -2.24 3.47  0.152
C -1.96 -3.06 4.64  0.150
F -2.54 -2.62 5.76  0.018
C -1.41 -4.32 4.68  -0.064
F -1.48 -5.04 5.79  -0.006
C -0.75 -4.83 3.57  0.201
F -0.22 -6.03 3.61  0.024
C -0.65 -4.06 2.41  -0.057
F -0.01 -4.54 1.35  -0.006
C -1.20 -2.81 2.38  0.069
F -1.06 -2.11 1.26  0.030
H -4.46 3.43 3.53  0.001
H -4.79 2.39 2.12  -0.003
H -3.45 3.52 2.05  0.006
H -2.31 2.62 5.04  -0.001
H -1.81 3.41 3.54  0.003
H -0.70 0.77 4.61  0.032
H 0.12 2.29 4.30  0.014
H -4.74 0.58 3.41  0.016
H -4.27 1.34 4.93  -0.008
H -3.88 -1.07 4.87  0.021
H -2.44 -0.18 5.25  0.011
F 3.62 -2.09 -1.63  0.000
C 3.02 -0.92 -1.95  0.001
C 1.80 -0.64 -1.43  0.003
C 1.14 0.54 -1.76  0.004
C -0.15 0.85 -1.12  0.044
O -0.60 0.04 -0.28  0.090
C -0.76 2.07 -1.54  -0.030
C -0.14 2.83 -2.48  0.001
N 1.07 2.58 -3.02  0.001
C 1.64 3.50 -3.99  0.000
C 1.49 4.97 -3.77  0.000
C 2.83 4.33 -3.59  0.000
C 1.74 1.42 -2.67  0.000
C 3.01 1.13 -3.18  0.000
C 3.68 -0.03 -2.83  -0.001
N 4.98 -0.26 -3.33  0.000
C 5.91 -1.12 -2.62  0.000
C 7.31 -0.91 -3.22  0.000
N 7.34 0.43 -3.89  0.000
C 6.46 0.45 -5.11  0.000
C 5.18 -0.33 -4.77  0.000
C -2.07 2.64 -1.02  0.029
O -2.73 3.32 -1.79  0.023
O -2.42 2.38 0.20  0.167
H 1.32 -1.34 -0.75  0.004
H -0.64 3.73 -2.83  0.001
H 1.59 3.13 -5.00  0.000
H 0.98 5.30 -2.88  0.000
H 1.31 5.58 -4.65  0.000
H 3.18 4.22 -2.57  0.000
H 3.59 4.50 -4.33  0.000
H 3.50 1.83 -3.83  0.000
H 5.68 -2.19 -2.69  0.000
H 5.90 -0.85 -1.56  0.000
H 7.55 -1.64 -3.99  0.000
H 8.09 -0.94 -2.46  0.000
H 8.29 0.70 -4.14  0.000
H 6.98 1.13 -3.23  0.000
H 7.02 0.00 -5.93  0.000
H 6.26 1.49 -5.35  0.000
H 5.26 -1.37 -5.11  0.000
H 4.33 0.11 -5.29  0.000
C -5.51 -1.46 1.98  0.008
N -4.63 -2.16 1.06  -0.003
C -4.60 -3.60 1.21  0.002
C -4.01 -1.50 0.05  0.020
N -3.58 -0.27 0.21  0.080
N -3.88 -2.17 -1.13  0.007
C -4.97 -2.95 -1.69  -0.001
C -2.89 -1.73 -2.10  0.000
H -5.18 -1.61 3.02  -0.006
H -6.52 -1.86 1.89  0.002
H -5.51 -0.41 1.74  0.000
H -4.35 -3.85 2.25  -0.004
H -3.84 -4.04 0.56  0.002
H -5.56 -4.07 0.99  0.000
H -3.43 0.17 -0.69  -0.003
H -5.83 -2.94 -1.03  0.000
H -4.67 -3.98 -1.88  0.000
H -5.28 -2.51 -2.64  0.000
H -1.99 -1.39 -1.59  -0.001
H -3.27 -0.92 -2.74  0.000
H -2.63 -2.57 -2.74  0.000

As for the charge: +2. For the HOMO-LUMO gap (alpha / beta), the calculation gives 6.826 / 6.536 eV. The HOMO energy (alpha / beta) comes out at -11.449 / -12.679 eV. As for the spin multiplicity: 5.

(5)
Below is a structure of composition C39H42N5SW, with properties calculated with ωB97M-V/def2-TZVPD.

Each line ends with the Mulliken charge.
Geometry (Å):
W 0.11 -1.29 -0.03  0.636
C -2.66 -0.44 -3.61  -1.365
C -1.18 -0.09 -3.44  -0.041
C -0.38 -1.32 -3.00  -1.540
N 0.65 -1.17 -1.94  0.282
C 1.96 -0.99 -2.29  1.124
C 2.31 -0.40 -3.49  -0.219
C 3.57 -0.15 -4.03  -0.876
C 4.80 -0.58 -3.58  -0.597
C 5.04 -1.34 -2.44  -0.708
C 4.18 -1.69 -1.41  -0.797
C 2.82 -1.39 -1.23  0.823
N 2.14 -1.66 -0.06  0.033
C 2.98 -2.25 1.01  -1.292
C 2.31 -2.22 2.36  -1.156
C 1.77 -0.84 2.60  -0.823
N 0.46 -0.72 1.91  -0.383
C -0.61 -0.39 2.72  0.299
C -0.41 0.46 3.83  -0.793
C -1.25 0.78 4.86  -0.794
C -2.56 0.32 5.13  -0.609
C -3.35 -0.46 4.33  -0.976
C -3.03 -0.97 3.05  0.377
C -1.85 -0.93 2.35  0.265
N -1.85 -1.48 1.02  0.179
C -3.21 -1.24 -1.15  -0.731
C -3.55 -0.35 -2.37  -0.814
H -2.75 -1.44 -4.06  0.319
H -3.10 0.24 -4.35  0.498
H -1.05 0.74 -2.75  0.007
H -0.79 0.25 -4.40  0.760
H 0.14 -1.78 -3.84  1.021
H -1.06 -2.10 -2.65  0.429
H 1.48 -0.06 -4.10  0.323
H 3.57 0.41 -4.96  0.455
H 5.66 -0.34 -4.19  0.419
H 6.06 -1.68 -2.31  0.425
H 4.65 -2.25 -0.62  0.564
H 3.89 -1.66 1.09  0.640
H 3.25 -3.26 0.72  0.525
H 3.04 -2.49 3.12  0.452
H 1.50 -2.95 2.42  0.294
H 2.45 -0.06 2.24  0.209
H 1.62 -0.68 3.67  1.077
H 0.56 0.95 3.86  0.682
H -0.85 1.47 5.59  0.469
H -3.00 0.66 6.06  0.430
H -4.34 -0.68 4.69  0.478
H -3.84 -1.50 2.56  0.506
H -4.14 -1.61 -0.69  0.749
H -2.66 -2.13 -1.45  0.273
H -3.61 0.69 -2.05  0.309
H -4.56 -0.62 -2.67  0.471
C 0.94 5.49 -1.11  -1.625
C 1.26 4.49 0.01  1.812
C 1.56 5.25 1.31  -1.622
C 2.51 3.69 -0.39  -1.819
C 0.05 3.58 0.20  -0.345
C -1.12 4.08 0.79  -0.109
C -2.26 3.31 0.96  -1.537
C -2.25 2.00 0.50  1.570
S -3.55 0.81 0.59  -0.183
C -2.47 -0.49 -0.04  0.557
N -1.19 0.12 -0.43  1.110
C -1.11 1.50 -0.10  -1.797
C 0.04 2.27 -0.25  0.108
C -1.81 -2.93 0.83  0.608
C -2.67 -3.90 1.29  -0.707
C -2.37 -5.21 0.90  -0.914
C -1.26 -5.50 0.10  -0.924
C -0.40 -4.50 -0.34  -0.553
C -0.69 -3.19 0.06  0.086
H 1.77 6.19 -1.24  0.445
H 0.04 6.07 -0.88  0.399
H 0.77 4.98 -2.06  0.336
H 2.48 5.83 1.19  0.468
H 1.71 4.57 2.15  0.349
H 0.77 5.95 1.57  0.365
H 3.37 4.36 -0.43  0.487
H 2.41 3.24 -1.37  0.336
H 2.74 2.91 0.34  0.333
H -1.15 5.11 1.14  0.485
H -3.15 3.73 1.42  0.522
H 0.91 1.85 -0.73  0.344
H -3.54 -3.69 1.90  0.475
H -3.01 -6.01 1.22  0.507
H -1.07 -6.53 -0.19  0.517
H 0.46 -4.74 -0.95  0.627

As for the charge: +3. For the HOMO-LUMO gap, the calculation gives 5.461 eV. The HOMO energy comes out at -15.564 eV.

Number 1: maximum force 3.3 eV/Å, calculated total energy -4432.1845 hartree. Number 2: maximum force 0.6 eV/Å, calculated total energy -14264.7801 hartree. Number 3: maximum force 1.7 eV/Å, calculated total energy -6560.9716 hartree. Number 4: maximum force 0.5 eV/Å, calculated total energy -3447.0325 hartree. Number 5: maximum force 0.6 eV/Å, calculated total energy -2249.4364 hartree.